Record 1
Computed, not measured: 2 unconnected molecules or ions with the total composition C55H44F6N2OP in a non-equilibrium geometry, with ωB97M-V/def2-TZVPD.

CARTESIAN COORDINATES (ANGSTROEM)
1 C 0.0549 -3.8092 4.5497
2 C -0.4830 -3.6606 3.2670
3 C -0.7208 -2.3848 2.7450
4 C -0.4544 -1.2549 3.5369
5 P -0.8393 0.4230 2.9794
6 C -2.0027 1.1725 4.1557
7 C -2.6272 2.3914 3.8369
8 C -3.5445 2.9621 4.7200
9 C -3.8545 2.3250 5.9252
10 C -3.2481 1.1078 6.2384
11 C -2.3416 0.5281 5.3531
12 C 0.7171 1.3270 3.2019
13 C 0.7254 2.6767 3.5881
14 C 1.9370 3.3558 3.7190
15 C 3.1417 2.7015 3.4444
16 C 3.1361 1.3595 3.0493
17 C 1.9302 0.6727 2.9252
18 C -1.3872 0.3815 1.3301
19 C -2.7358 0.7590 0.9952
20 O -3.0165 1.5535 0.0619
21 C -3.9000 0.2679 1.8209
22 C -3.8671 -0.8880 2.6015
23 C -4.9029 -1.1731 3.4920
24 C -6.0057 -0.3154 3.5696
25 C -6.0938 0.7904 2.7123
26 C -5.0576 1.0625 1.8215
27 C 0.1233 -1.4066 4.8074
28 C 0.3656 -2.6812 5.3169
29 H 0.2322 -4.8076 4.9598
30 H -0.7274 -4.5403 2.6701
31 H -1.1257 -2.2652 1.7382
32 H -2.4103 2.8914 2.8903
33 H -4.0270 3.9049 4.4590
34 H -4.5742 2.7714 6.6160
35 H -3.4829 0.5923 7.1705
36 H -1.9206 -0.4478 5.5843
37 H -0.2150 3.1853 3.8065
38 H 1.9397 4.3979 4.0385
39 H 4.0905 3.2358 3.5324
40 H 4.0718 0.8449 2.8301
41 H 1.9268 -0.3773 2.6196
42 H -0.6923 0.1086 0.5425
43 H -2.9843 -1.5273 2.5438
44 H -4.8301 -2.0478 4.1410
45 H -6.7937 -0.5078 4.2965
46 H -6.9516 1.4600 2.7351
47 H -5.0915 1.9297 1.1622
48 H 0.3548 -0.5213 5.4026
49 H 0.7867 -2.7804 6.3171
50 F 0.0023 2.2757 -9.1102
51 C -0.6753 2.5153 -7.9545
52 F 0.0916 3.3495 -7.1783
53 F -1.8118 3.2298 -8.2725
54 C -1.0553 1.2764 -7.2007
55 N -1.7693 1.6677 -5.9780
56 C -3.1730 1.4849 -6.0250
57 C -3.6948 0.1874 -6.1389
58 C -5.0697 0.0045 -6.0809
59 C -5.9215 1.1133 -6.0208
60 C -5.3974 2.4132 -5.9862
61 C -4.0197 2.6054 -5.9925
62 C -1.1401 1.7419 -4.7619
63 C -1.8791 2.0827 -3.5996
64 C -1.3336 1.9425 -2.3426
65 C -0.0152 1.4569 -2.1517
66 C 0.5382 1.2250 -0.8650
67 C 1.7770 0.4924 -0.7591
68 C 2.9715 1.0595 -0.2438
69 C 4.1636 0.3611 -0.2588
70 C 4.1954 -1.0074 -0.6132
71 N 5.2734 -1.8306 -0.3530
72 C 6.5439 -1.3003 0.1588
73 C 7.4572 -1.0500 -1.0066
74 F 8.6704 -0.5248 -0.6694
75 F 7.6826 -2.2430 -1.6731
76 F 6.8638 -0.2067 -1.9194
77 C 5.1419 -3.2380 -0.2595
78 C 4.9931 -4.0218 -1.4168
79 C 4.9027 -5.4107 -1.3024
80 C 4.9532 -6.0118 -0.0392
81 C 5.1410 -5.2327 1.1078
82 C 5.2880 -3.8544 0.9950
83 C 3.0524 -1.5326 -1.2607
84 C 1.8727 -0.8174 -1.3123
85 C 0.7519 1.2493 -3.3433
86 C 0.2347 1.4573 -4.6027
87 H -1.7714 0.7355 -7.8272
88 H -0.1619 0.6899 -6.9834
89 H -2.9951 -0.6478 -6.2298
90 H -5.4685 -1.0081 -6.0875
91 H -7.0018 0.9663 -6.0114
92 H -6.0513 3.2826 -5.9478
93 H -3.5639 3.5980 -5.9639
94 H -2.9175 2.3862 -3.7256
95 H -1.9605 2.1509 -1.4754
96 H 0.1788 1.8298 -0.0350
97 H 2.9328 2.0760 0.1457
98 H 5.0812 0.8435 0.0645
99 H 6.4023 -0.3766 0.7213
100 H 7.0121 -2.0839 0.7589
101 H 4.9592 -3.5235 -2.3868
102 H 4.7894 -6.0111 -2.2052
103 H 4.8616 -7.0983 0.0494
104 H 5.1827 -5.6915 2.0977
105 H 5.4955 -3.2243 1.8651
106 H 3.1058 -2.5346 -1.6858
107 H 0.9975 -1.2658 -1.7899
108 H 1.7858 0.9104 -3.2607
109 H 0.8756 1.3437 -5.4766

Cartesian forces (eV/Å) of the 3 atoms listed first:
-0.061 0.110 -0.025
0.123 0.157 0.081
0.117 0.108 0.468

As for the net charge: +1. The calculation puts the HOMO-LUMO gap at 5.557 eV. As for the LUMO energy: -4.196 eV. Its total energy is -3247.322207 Ha. Its spin multiplicity is 1. The largest force on an atom is 2.561 eV Å⁻¹.

---

Record 2
Computed, not measured: a molecular structure, C2H6INO2S in a non-equilibrium geometry, with ωB97M-V/def2-TZVPD.

CARTESIAN COORDINATES (ANGSTROEM)
1 C -0.3798 -1.8082 0.6765
2 C 0.4852 2.0512 -0.6382
3 N -0.6363 -0.6839 -0.2333
4 O -0.2363 1.0983 1.8526
5 O 1.8420 0.2187 0.8569
6 S 0.5260 0.7965 0.6929
7 I -2.5206 0.1032 -0.0110
8 H -1.2590 -2.5718 0.9013
9 H 0.3579 -2.3793 0.2336
10 H -0.1025 -1.3043 1.6968
11 H 1.1598 1.7541 -1.4778
12 H -0.5148 1.8842 -1.0225
13 H 0.5834 3.0568 -0.3309

Cartesian forces (eV/Å) of the 3 atoms listed first:
-2.122 0.441 2.264
-0.286 -2.064 -0.870
3.538 0.757 1.962

The calculation puts the HOMO-LUMO gap (spin up / spin down) at 6.338 / 6.658 eV. As for the LUMO energy (spin up / spin down): 0.171 / -2.874 eV. Its total energy is -980.701292 Ha. Its spin multiplicity is 3. The largest force on an atom is 4.229 eV Å⁻¹.

---

Record 3
Computed, not measured: a molecular structure, C3H10N2 in a non-equilibrium geometry, with ωB97M-V/def2-TZVPD.

CARTESIAN COORDINATES (ANGSTROEM)
1 N -0.6009 0.2118 1.7910
2 C 0.7048 -0.5887 0.9145
3 C 0.6471 -0.4876 -0.6283
4 C -0.6550 0.0682 -1.2313
5 N -0.9257 1.4787 -0.9256
6 H -0.5393 -0.4944 2.5227
7 H -1.1113 1.5208 0.0574
8 H 1.7412 -0.5533 1.2656
9 H 0.3599 0.5164 1.5289
10 H 0.7234 -1.5198 -0.9873
11 H 1.5214 0.0041 -1.0699
12 H -0.6995 -0.0937 -2.3101
13 H -1.4855 -0.5149 -0.8282
14 H 0.4942 -1.6114 1.1648
15 H -0.1747 2.0636 -1.2644

Cartesian forces (eV/Å) of the 3 atoms listed first:
1.173 -1.518 -1.625
-0.762 -3.148 -2.108
-0.211 -0.306 -0.356

The calculation puts the HOMO-LUMO gap at 9.765 eV. As for the LUMO energy: 0.898 eV. Its total energy is -229.675136 Ha. Its spin multiplicity is 1. The largest force on an atom is 3.932 eV Å⁻¹.

---

Record 4
Computed, not measured: a molecular structure, C32H29BBr2F3N3O4SSc in a non-equilibrium geometry, with ωB97M-V/def2-TZVPD.

CARTESIAN COORDINATES (ANGSTROEM)
1 Sc -0.2318 -0.2653 -0.5723
2 Br 0.5858 -0.1038 2.6918
3 C 2.4404 -0.0276 2.1911
4 Br 2.6642 0.1005 0.2788
5 H 2.9292 -0.9315 2.5218
6 H 2.8757 0.8641 2.6157
7 O -1.2877 -0.5593 -4.0658
8 S -0.0822 -0.6992 -3.3155
9 O -0.0922 -1.7124 -2.2169
10 N 0.3438 0.5536 -2.4279
11 C 0.0905 1.9011 -2.7653
12 C -0.0252 2.4260 -4.0192
13 C -0.2424 3.8139 -4.1907
14 C -0.3346 4.6481 -3.1180
15 C -0.2368 4.1196 -1.8068
16 C -0.3448 4.9100 -0.6413
17 C -0.2684 4.3224 0.5873
18 C -0.1036 2.9298 0.6621
19 N 0.0101 2.1564 -0.3926
20 C -0.0398 2.7415 -1.6349
21 C 1.2177 -1.0876 -4.4178
22 C 2.5384 -1.0528 -3.9737
23 C 3.5498 -1.3336 -4.8740
24 C 3.2375 -1.6393 -6.1958
25 C 1.9188 -1.6653 -6.6244
26 C 0.8919 -1.3851 -5.7335
27 H 0.0503 1.7824 -4.8869
28 H -0.3300 4.2117 -5.1934
29 H -0.4929 5.7113 -3.2501
30 H -0.4946 5.9791 -0.7373
31 H -0.3511 4.8984 1.4983
32 H -0.0761 2.4401 1.6281
33 H 2.7637 -0.7970 -2.9456
34 H 4.5829 -1.3086 -4.5518
35 H 4.0334 -1.8513 -6.8981
36 H 1.6861 -1.9003 -7.6543
37 H -0.1451 -1.3929 -6.0439
38 C -8.5564 -1.6013 1.0529
39 C -8.4466 -0.3260 0.2192
40 C -9.1715 -0.5578 -1.1146
41 C -9.1369 0.8113 0.9850
42 C -6.9893 0.0546 -0.0570
43 C -6.7146 1.2081 -0.8055
44 C -5.4226 1.6185 -1.1153
45 C -4.3975 0.8290 -0.6473
46 O -3.0308 0.9816 -0.8045
47 B -2.4527 -0.1068 -0.1416
48 O -3.4450 -0.9059 0.4187
49 C -4.6479 -0.3007 0.0888
50 C -5.9221 -0.7183 0.4042
51 H -9.6101 -1.8293 1.2233
52 H -8.0791 -1.4901 2.0300
53 H -8.1108 -2.4590 0.5428
54 H -10.2081 -0.8523 -0.9317
55 H -8.6861 -1.3510 -1.6881
56 H -9.1834 0.3441 -1.7297
57 H -10.1720 0.5389 1.2067
58 H -9.1523 1.7374 0.4073
59 H -8.6256 1.0107 1.9299
60 H -7.5397 1.8098 -1.1670
61 H -5.2346 2.5093 -1.7003
62 H -6.0672 -1.6195 0.9842
63 F 0.8430 -7.2929 -0.5145
64 C -0.0602 -6.7030 0.2698
65 F -1.2752 -7.0353 -0.1741
66 F 0.0725 -7.2050 1.5019
67 C 0.1111 -5.2010 0.2951
68 C -0.8676 -4.4232 0.8881
69 C -0.6892 -3.0560 0.9070
70 N 0.3856 -2.4554 0.3780
71 C 1.3170 -3.2187 -0.1963
72 C 1.2286 -4.5960 -0.2511
73 H -1.7564 -4.8654 1.3171
74 H -1.4373 -2.4117 1.3538
75 H 2.1648 -2.7069 -0.6324
76 H 2.0064 -5.1770 -0.7250

Cartesian forces (eV/Å) of the 3 atoms listed first:
1.819 -0.377 0.545
-0.103 0.079 -0.004
-0.033 -0.031 -0.043

As for the net charge: +1. The calculation puts the HOMO-LUMO gap at 7.437 eV. As for the LUMO energy: -2.933 eV. Its total energy is -8333.433786 Ha. Its spin multiplicity is 1. The largest force on an atom is 1.936 eV Å⁻¹.